Entry 1:
74
Properties=species:S:1:pos:R:3:forces:R:3 method="wB97M-V/def2-TZVPD" max_force_ev_per_a=0.46 spin_multiplicity=1 charge=-1 energy_ha=-4697.72145 lumo_energy_ev=1.287 e_homo_ev=-4.90
Y 0.22168 0.10035 0.03142 -0.3 -0.3 -0.1
O -1.68729 1.15128 0.30674 -0.1 0.4 0.0
C -2.23844 2.29118 0.09876 -0.2 0.3 0.0
C -3.65709 2.39221 0.03325 0.0 -0.1 0.0
C -4.29903 3.59357 -0.13653 0.1 0.1 0.0
C -3.57039 4.78326 -0.25334 -0.1 0.1 0.0
C -2.19725 4.71828 -0.21140 0.1 -0.1 0.0
C -1.50724 3.50658 -0.06030 -0.3 -0.1 0.0
C -0.06465 3.55923 -0.05591 0.3 0.0 -0.1
N 0.74963 2.57972 -0.08027 -0.2 0.2 0.0
C 2.16566 2.94516 -0.02865 0.2 0.0 0.0
C 3.08061 1.72674 -0.25244 -0.1 0.1 0.1
N 2.35088 0.73937 -1.01196 0.3 -0.2 -0.1
C 2.88946 0.20411 -2.03957 0.0 0.2 0.1
C 2.18422 -0.56987 -3.02491 -0.3 -0.2 -0.1
C 2.92411 -1.26746 -3.99073 0.0 0.0 0.1
C 2.32218 -1.89546 -5.05346 0.1 -0.1 -0.1
C 0.93096 -1.79362 -5.18634 0.0 0.0 0.0
C 0.17931 -1.10547 -4.26886 -0.1 0.0 0.1
C 0.75581 -0.49187 -3.11980 0.2 0.0 -0.3
O 0.02376 0.14348 -2.27856 -0.1 0.0 0.3
H -4.21783 1.46944 0.13222 0.0 0.0 0.0
H -5.38214 3.62395 -0.17918 0.0 0.0 0.0
H -4.07850 5.73148 -0.37342 0.0 0.0 0.0
H -1.61607 5.63078 -0.30599 0.0 0.0 0.0
H 0.33789 4.58223 -0.04231 0.0 0.0 0.0
H 2.37843 3.70008 -0.79337 0.0 0.0 0.0
H 2.38866 3.38054 0.94934 0.0 0.0 0.0
H 3.99586 2.04578 -0.76412 0.0 0.0 0.0
H 3.37119 1.30981 0.71375 0.0 0.0 0.0
H 3.94880 0.39928 -2.25667 0.0 0.1 0.0
H 4.00331 -1.31010 -3.87817 0.0 0.0 0.0
H 2.90727 -2.44449 -5.77971 0.0 0.0 0.0
H 0.44235 -2.26155 -6.03408 0.0 0.0 0.0
H -0.89581 -1.02938 -4.38455 0.0 0.0 0.0
O 5.01797 -3.02459 3.33212 0.1 0.1 0.1
C 4.03745 -2.39427 2.63528 -0.2 0.1 -0.2
C 3.41181 -2.98522 1.54425 0.1 -0.1 0.0
C 2.41730 -2.28392 0.89055 -0.1 0.0 -0.1
N 2.04117 -1.06674 1.27178 0.2 -0.2 0.2
C 2.62904 -0.50555 2.32889 -0.1 0.1 0.0
C 3.63861 -1.12481 3.03843 0.1 0.0 0.1
C 2.03355 0.85636 2.73685 0.2 -0.1 0.0
O 2.68483 1.55021 3.51751 -0.1 0.0 0.0
O 0.91036 1.09228 2.19827 0.1 -0.1 -0.2
C 1.61486 -2.89254 -0.26963 0.1 -0.1 0.1
O 1.96945 -3.99440 -0.68277 0.0 0.0 0.0
O 0.63573 -2.17760 -0.63879 0.1 0.2 0.0
H 5.17869 -3.88309 2.92919 0.0 -0.1 0.0
H 3.66575 -3.97719 1.18773 0.0 0.0 0.0
H 4.08545 -0.62684 3.88773 0.0 0.0 0.0
Se -5.17699 -5.94679 2.00284 -0.3 -0.3 0.1
N -3.76853 -5.26615 2.83356 0.3 0.2 0.1
C -3.31664 -4.28955 2.08911 -0.3 -0.2 0.0
C -2.20195 -3.44125 2.45934 0.3 0.3 0.0
C -1.53489 -3.60006 3.67406 -0.1 0.0 -0.1
C -0.58190 -2.67521 4.02758 -0.1 -0.1 0.0
C -0.31897 -1.62505 3.15213 0.0 0.0 0.1
N -0.88149 -1.50438 1.96173 -0.1 0.0 -0.3
C -1.81970 -2.39314 1.60467 0.1 -0.2 0.4
C -2.47933 -2.22315 0.30023 -0.3 -0.1 -0.3
N -1.98717 -1.30666 -0.53353 0.1 -0.2 0.1
C -2.59204 -1.09688 -1.68763 0.0 0.1 -0.1
C -3.73267 -1.78982 -2.08907 0.0 -0.1 0.1
C -4.23596 -2.76263 -1.25840 0.0 0.0 0.1
C -3.60143 -2.99837 -0.03866 0.2 0.3 -0.2
C -4.04283 -4.03937 0.86578 -0.2 -0.2 0.1
N -5.07394 -4.81432 0.64554 0.1 0.2 -0.3
H -1.80412 -4.43103 4.31219 0.0 0.0 0.0
H -0.05388 -2.74210 4.96864 0.0 0.0 0.0
H 0.36033 -0.83537 3.43758 0.0 0.0 -0.1
H -2.12940 -0.35100 -2.32316 0.0 0.0 0.0
H -4.19171 -1.57509 -3.04406 0.0 0.0 0.0
H -5.10437 -3.35204 -1.52121 0.0 0.0 0.0

***

Entry 2:
70
Properties=species:S:1:pos:R:3:forces:R:3 method="wB97M-V/def2-TZVPD" max_force_ev_per_a=1.77 spin_multiplicity=1 charge=-2 energy_ha=-7162.18990 lumo_energy_ev="3.847 / 3.846" e_homo_ev="1.21 / 1.21"
Ga 1.19219 0.28355 -2.24309 0.3 -0.3 -1.7
C 3.94740 2.25305 -0.33065 0.0 -0.1 0.1
C 4.17897 0.81638 -0.66115 -0.1 -0.5 -0.1
N 3.27391 -0.02997 -1.10380 0.0 -0.1 0.6
C 3.81201 -1.29524 -1.32202 -0.8 0.1 -0.3
C 5.12784 -1.40816 -1.06862 0.5 -0.1 0.2
S 5.77208 0.11028 -0.57033 0.0 0.0 0.0
C 2.94831 -2.35536 -1.89922 0.0 0.9 0.1
C 3.30254 -3.62760 -2.16437 0.1 -0.5 0.0
S 2.03056 -4.42750 -3.01075 0.0 0.1 0.0
C 1.03894 -2.99108 -2.88194 0.6 0.3 0.2
N 1.68017 -1.99548 -2.30345 -0.3 -0.6 0.4
C -0.26846 -2.87092 -3.57786 0.0 0.0 0.1
H 3.04566 2.59333 -0.84060 0.0 0.0 -0.1
H 4.78566 2.87314 -0.66613 -0.1 -0.1 0.0
H 3.82423 2.40977 0.74884 0.0 -0.1 -0.1
H 5.75412 -2.29054 -1.15034 -0.2 0.2 -0.1
H 4.22395 -4.14169 -1.91385 -0.2 0.2 -0.1
H -0.60544 -3.83959 -3.95476 0.0 0.1 0.0
H -0.16288 -2.16687 -4.41778 0.0 -0.1 0.1
H -1.01754 -2.42972 -2.92084 0.0 0.0 0.1
S 1.21120 2.79103 -2.85718 -0.1 0.3 0.4
C 0.20105 3.40034 -1.59112 0.1 0.3 0.0
C 0.63362 4.50672 -0.81505 0.0 -0.2 0.0
C -0.17569 5.10864 0.13103 0.5 0.5 0.1
C 0.31481 6.29092 0.82327 -0.4 -0.9 -0.5
N 0.71435 7.22740 1.35256 0.2 0.4 0.2
C -1.46214 4.61301 0.37400 -0.7 0.2 0.4
C -1.88664 3.48986 -0.34158 0.0 0.0 -0.2
C -1.08756 2.86659 -1.29827 0.0 0.2 0.2
S -1.69175 1.45008 -2.18892 -0.3 -0.2 0.1
C -2.32989 5.25500 1.33767 0.6 -0.5 -0.8
N -3.02725 5.77199 2.09082 -0.3 0.2 0.3
H 1.61579 4.92334 -1.00185 0.0 0.0 -0.1
H -2.87511 3.09390 -0.14783 0.0 0.0 0.0
C -0.68564 0.03094 -1.71434 0.5 0.8 0.8
Ge -1.00664 -0.45245 0.09968 -0.4 -0.5 -0.3
C 0.45981 -1.54999 0.86113 0.3 -0.1 0.1
C 0.49116 -2.93736 0.65179 0.2 0.1 0.2
C 1.56413 -3.71281 1.09222 -0.1 0.2 -0.1
C 2.63824 -3.11613 1.74782 -0.1 0.0 -0.1
C 2.63013 -1.74456 1.96778 -0.2 0.1 -0.1
C 1.55364 -0.97467 1.52446 0.0 -0.2 0.0
C -2.56114 -1.72180 0.11862 -0.1 -0.2 0.2
C -2.83148 -2.57949 1.19484 -0.1 0.1 -0.1
C -3.89732 -3.47787 1.16095 0.1 0.1 -0.1
C -4.72953 -3.52619 0.04502 0.2 0.1 0.0
C -4.49002 -2.67039 -1.02669 0.1 0.0 0.1
C -3.41331 -1.78217 -0.98837 0.0 -0.1 0.0
C -1.58692 0.85397 1.46708 -0.1 0.2 0.2
C -2.95415 0.99939 1.74508 0.2 0.2 0.2
C -3.40504 1.94084 2.67356 0.1 -0.1 -0.1
C -2.49916 2.76331 3.33368 0.0 -0.1 0.0
C -1.14219 2.64496 3.05788 0.0 -0.2 -0.1
C -0.69619 1.70368 2.13555 -0.2 -0.1 0.0
H -0.33673 -3.42137 0.13945 0.1 0.1 0.0
H 1.57026 -4.78065 0.90225 0.0 0.0 0.0
H 3.48601 -3.71645 2.06694 -0.1 0.0 0.0
H 3.46434 -1.26898 2.47502 0.0 0.0 -0.1
H 1.57688 0.09868 1.69328 0.1 -0.2 0.0
H -2.19287 -2.54564 2.07646 -0.1 0.0 -0.1
H -4.07999 -4.13902 2.00159 0.0 0.0 0.0
H -5.55227 -4.23193 0.00965 0.0 0.0 0.0
H -5.14055 -2.69693 -1.89513 0.0 0.0 0.0
H -3.21462 -1.12277 -1.83303 0.0 -0.1 0.1
H -3.67581 0.37974 1.22235 0.0 0.0 0.1
H -4.46813 2.03319 2.87529 0.1 0.0 0.0
H -2.84866 3.51120 4.03809 0.0 -0.1 -0.1
H -0.43269 3.30398 3.54499 0.0 0.0 0.0
H 0.36744 1.64713 1.92019 -0.1 0.1 0.0

***

Entry 3:
68
Properties=species:S:1:pos:R:3:forces:R:3 method="wB97M-V/def2-TZVPD" max_force_ev_per_a=2.01 spin_multiplicity=1 charge=+1 energy_ha=-4989.90451 lumo_energy_ev=-2.942 e_homo_ev=-10.25
Y -0.14581 -0.31640 0.07334 -0.7 1.7 -0.8
C 6.90091 0.82652 -1.08721 0.0 0.0 0.0
C 6.57909 -0.49196 -0.79365 0.0 0.0 0.0
C 5.29245 -0.82463 -0.40334 -0.1 0.1 0.0
C 4.31953 0.16915 -0.29820 -0.3 0.1 -0.2
C 4.64528 1.48924 -0.59513 0.0 0.0 0.0
C 5.93582 1.81599 -0.98564 0.0 0.1 0.0
P 2.62614 -0.23886 0.25128 1.0 -0.5 0.5
C 2.53273 -2.01567 -0.20749 0.0 0.3 0.1
C 2.48575 -3.05318 0.71695 0.0 0.1 0.1
C 2.49227 -4.36886 0.27412 0.0 -0.1 0.0
C 2.54651 -4.64879 -1.08235 0.0 0.0 0.1
C 2.57383 -3.61272 -2.00804 0.0 0.0 -0.1
C 2.55404 -2.30060 -1.57430 0.1 0.0 0.1
C 2.73662 -0.23492 2.08511 0.1 0.1 0.0
C 3.96442 -0.09758 2.69123 -0.2 -0.1 -0.2
C 4.08831 -0.03745 4.08982 0.0 0.0 0.1
C 2.97202 -0.10651 4.86744 0.1 0.0 0.1
C 1.68962 -0.23228 4.28709 0.0 -0.1 -0.2
C 0.54230 -0.27889 5.11287 -0.1 0.0 0.0
C -0.70167 -0.34612 4.56294 -0.1 0.1 0.1
C -0.84777 -0.37354 3.16085 0.1 0.0 -0.2
C 0.22738 -0.37444 2.28883 0.4 -0.2 1.0
C 1.53808 -0.29774 2.87214 0.1 0.1 0.3
H 7.90586 1.08107 -1.39672 0.0 0.0 0.0
H 7.32978 -1.26765 -0.87058 0.0 0.0 0.0
H 5.03972 -1.85042 -0.17166 0.0 0.0 0.0
H 3.89262 2.26405 -0.50407 0.0 0.0 0.0
H 6.18905 2.84303 -1.21449 0.0 0.0 0.0
H 2.45379 -2.83784 1.77856 0.0 0.0 0.0
H 2.45398 -5.17509 0.99474 0.0 0.0 0.0
H 2.55536 -5.67557 -1.42208 0.0 0.0 0.0
H 2.59478 -3.83069 -3.06779 0.0 0.0 0.0
H 2.57476 -1.48951 -2.29544 0.0 0.0 0.0
H 4.86036 -0.03108 2.09270 0.1 0.0 0.0
H 5.06954 0.07086 4.53218 0.0 0.0 0.0
H 3.04448 -0.05613 5.94771 0.0 0.0 0.0
H 0.67226 -0.24476 6.18784 0.0 0.0 0.0
H -1.58193 -0.36810 5.19338 0.0 0.0 0.0
H -1.86857 -0.39110 2.78079 0.0 0.0 0.0
S -4.75893 0.56144 -1.48358 0.1 -0.1 0.1
C -3.12346 0.86384 -1.10022 -0.1 0.0 -0.1
N -2.54997 0.03147 -0.28208 0.0 0.1 0.1
C -3.44705 -0.95847 0.12054 -0.4 -0.1 0.0
C -3.18528 -2.01945 0.99028 0.1 0.1 -0.1
C -4.19668 -2.91317 1.26440 0.1 0.0 0.1
C -5.46614 -2.77010 0.69534 -0.1 0.0 -0.1
C -5.74700 -1.72514 -0.15998 -0.1 0.0 0.0
C -4.72546 -0.82447 -0.43858 0.2 0.1 -0.1
H -2.61578 1.71152 -1.54072 0.1 0.0 0.0
H -2.20430 -2.14760 1.43296 0.0 -0.1 0.0
H -3.99911 -3.74523 1.92582 0.0 0.0 0.0
H -6.23687 -3.49559 0.91662 0.0 0.0 0.0
H -6.72693 -1.60496 -0.60160 0.0 0.0 0.0
I -2.33754 5.37060 1.81463 0.2 -0.2 -0.2
C -0.92320 4.34607 0.65946 -0.2 0.3 0.2
C 0.11468 5.01597 0.02904 0.0 -0.1 0.0
C 1.00866 4.27161 -0.72567 0.0 0.0 0.0
C 0.83542 2.90384 -0.81915 0.0 0.0 -0.1
N -0.16415 2.25386 -0.20918 0.1 -0.2 0.0
C -1.02438 2.97294 0.52153 0.0 -0.1 0.1
H 0.22480 6.08748 0.12269 0.0 0.0 0.0
H 1.83376 4.75007 -1.23438 0.0 0.0 0.0
H 1.51352 2.29819 -1.40758 0.0 0.0 0.0
H -1.81580 2.42739 1.02189 0.0 0.0 0.0
Se -1.29664 -4.84111 -0.86691 -0.2 -0.7 0.1
C -0.79359 -3.20311 -0.99986 0.2 0.7 -0.2
N -0.46158 -2.06613 -1.09395 -0.4 -1.3 -0.5

***

Entry 4:
71
Properties=species:S:1:pos:R:3:forces:R:3 method="wB97M-V/def2-TZVPD" max_force_ev_per_a=2.32 spin_multiplicity=1 charge=+2 energy_ha=-2953.24348 lumo_energy_ev="-7.925 / -8.168" e_homo_ev="-13.32 / -13.11"
Au -1.81134 1.07344 -0.55234 0.3 0.2 0.1
N -4.52403 4.15318 -0.90374 0.3 -0.1 -0.4
C -5.13147 3.66314 0.21317 -0.2 -0.4 0.5
C -4.51062 2.48242 0.50549 -0.5 0.4 0.2
N -3.53704 2.26205 -0.41223 0.3 0.1 -0.5
C -3.56325 3.28278 -1.26969 -0.4 -0.1 0.5
C -2.64594 3.31912 -2.36653 0.8 -0.2 -0.7
N -1.75015 2.35012 -2.49748 -0.7 0.2 0.2
C -1.01451 2.61585 -3.59583 -0.2 0.5 -0.3
C -1.47044 3.78218 -4.15080 0.4 -0.3 -0.3
N -2.50090 4.21163 -3.37106 -0.3 0.1 0.3
H -4.77244 5.01647 -1.36330 0.0 -0.1 0.0
H -5.93140 4.17668 0.70670 -0.1 0.1 0.0
H -4.71449 1.78209 1.28897 -0.1 0.0 0.2
H -0.22758 1.96283 -3.91276 0.2 -0.1 -0.2
H -1.14590 4.32043 -5.01654 0.0 0.1 -0.2
H -3.04861 5.04164 -3.54463 0.1 -0.1 0.0
I -1.50933 -0.26264 2.08255 0.6 -1.6 -0.6
C -1.35940 -2.22604 3.00299 -0.3 0.5 0.3
C -2.31189 -2.50150 3.95143 0.3 0.5 -0.4
C -2.18867 -3.64080 4.75319 0.3 -0.5 0.1
C -1.12093 -4.48176 4.58442 -0.4 0.2 0.1
C -0.15918 -4.24285 3.58213 0.0 0.3 -0.2
C 0.92924 -5.12258 3.40757 0.2 0.1 -0.3
C 1.86206 -4.91151 2.42688 -0.2 -0.2 0.3
C 1.74031 -3.80902 1.58127 -0.3 0.5 -0.4
C 0.69173 -2.92313 1.72499 -0.4 0.5 0.1
P 0.66816 -1.58531 0.45742 1.1 -0.4 -0.4
C 0.32086 -2.52206 -1.05677 -0.3 0.6 0.4
C -1.02594 -2.86597 -1.19058 0.0 0.1 0.2
C -1.45741 -3.57612 -2.29276 0.0 0.0 0.0
C -0.54464 -3.94252 -3.27058 0.0 0.1 0.1
C 0.79061 -3.59870 -3.13728 0.1 0.0 0.0
C 1.23553 -2.88142 -2.03878 0.1 0.2 0.1
C 2.26014 -0.81890 0.79891 -0.6 0.1 0.0
C 3.29760 -0.60739 -0.10461 0.0 0.0 -0.2
C 4.41775 0.09161 0.30846 0.1 0.0 0.1
C 4.51122 0.58721 1.60081 -0.1 -0.1 -0.1
C 3.46977 0.38648 2.49738 0.0 0.1 0.0
C 2.35263 -0.31513 2.10146 -0.1 -0.1 0.0
C -0.27835 -3.09186 2.73384 0.1 -0.2 0.2
H -3.13834 -1.82825 4.11240 -0.1 0.1 0.0
H -2.92841 -3.82981 5.51424 -0.1 -0.1 0.1
H -1.00706 -5.34771 5.21807 0.0 -0.1 0.1
H 1.01870 -5.97362 4.06577 0.0 -0.1 0.1
H 2.69153 -5.58661 2.29688 0.1 -0.1 0.0
H 2.46856 -3.64593 0.79673 0.1 -0.1 0.0
H -1.73336 -2.56585 -0.42582 -0.1 -0.1 0.0
H -2.49978 -3.83790 -2.39197 -0.1 0.0 0.0
H -0.87536 -4.49250 -4.13733 0.0 -0.1 -0.1
H 1.49965 -3.88771 -3.89714 0.1 0.0 -0.1
H 2.27837 -2.62145 -1.95699 0.1 0.0 0.0
H 3.23474 -0.96565 -1.11782 0.0 0.0 0.0
H 5.22131 0.25465 -0.39146 0.1 0.0 -0.1
H 5.39618 1.12368 1.90736 0.0 0.1 0.0
H 3.52114 0.78715 3.49668 0.1 0.0 0.1
H 1.53608 -0.47285 2.79443 0.1 0.0 0.1
Cl 1.85491 6.81490 -0.49027 0.0 0.1 0.0
C 1.60889 5.13444 -0.74304 -0.1 -0.4 -0.1
C 2.22019 4.49769 -1.82057 0.0 0.2 0.2
C 2.02372 3.14778 -2.01143 -0.2 -0.2 0.1
C 1.20795 2.41829 -1.14621 0.1 0.1 0.0
C 0.62058 3.06201 -0.05923 0.1 -0.2 -0.1
C 0.81164 4.41358 0.14226 0.1 0.3 -0.1
C 1.04255 0.96038 -1.41716 1.0 0.7 -0.7
O 1.73547 0.38655 -2.22638 -0.2 -0.1 0.0
O 0.14048 0.31852 -0.70195 -1.5 -1.1 1.4
H 2.84879 5.06084 -2.48980 0.1 0.1 -0.1
H 2.50373 2.62706 -2.82520 0.0 0.0 -0.1
H 0.03495 2.49880 0.65483 0.0 0.0 0.1
H 0.37044 4.91535 0.98839 0.0 0.1 0.1

***

ΔE to the lowest compared entry with this formula, charge and spin / kcal/mol: 0.0 30.8 3.1 93.4